87
Properties=species:S:1:pos:R:3:mulliken_spin:R:1 method="wB97M-V/def2-TZVPD" charge=+1 multiplicity=9 total_energy_ha=-5308.97162 homo_lumo_gap_ev="8.908 / 8.777" s_squared=20.017 homo_energy_ev="-12.365 / -12.365"
Fe 0.056 1.776 1.813 3.77
Fe -2.773 0.167 -0.625 3.82
S -3.665 3.297 -0.366 0.01
S -5.035 2.152 -2.025 0.01
F -4.783 0.817 -2.848 0.01
F -2.655 2.933 0.871 0.01
O 0.578 3.655 1.107 0.04
O -0.086 -3.312 -1.468 0.00
O 1.797 1.831 2.992 0.04
O -4.149 -1.392 -1.144 0.01
O 3.056 -0.464 2.487 0.00
O -2.080 0.117 -2.668 -0.02
O -2.865 4.219 -1.123 0.00
O 0.539 -0.128 1.169 0.10
O -4.791 3.813 0.350 0.01
O -1.219 -1.097 0.094 0.04
O -0.941 1.017 0.126 0.09
O -6.369 2.033 -1.521 0.00
O -4.750 3.151 -3.015 0.00
N -3.806 1.832 -0.908 0.03
C -0.422 -0.138 0.328 -0.02
C 2.207 2.661 -0.400 -0.01
C 2.134 -2.638 3.037 0.00
C 3.803 2.968 3.547 0.00
C -1.813 1.180 -4.865 0.00
C -3.357 -3.541 -0.257 0.00
C -3.445 -2.617 -1.464 0.00
C 0.421 4.298 -1.213 -0.01
C -4.171 -3.323 -2.609 0.00
C 0.097 0.845 -3.321 0.00
C -1.391 1.173 -3.398 0.01
C 0.926 -4.074 -0.824 0.00
C 2.253 2.113 5.327 0.00
C 3.413 -1.847 2.697 0.00
C 1.371 3.888 -0.077 0.00
C 1.077 -5.465 -1.398 0.00
C 4.404 -1.851 3.855 0.00
C 2.224 -3.286 -0.902 0.00
C 2.329 2.799 3.949 0.01
H -5.082 -1.585 -0.992 0.00
H 2.769 2.872 -1.312 0.00
H 5.333 -1.351 3.579 0.00
H 0.248 4.523 1.377 0.00
H 2.469 -3.599 3.436 0.00
H 4.697 -2.851 4.176 0.00
H 4.418 3.329 4.374 0.00
H 3.906 3.674 2.723 0.00
H 2.938 2.468 0.384 0.00
H -3.751 -4.310 -2.791 0.00
H 0.354 -0.127 -3.743 0.00
H 2.903 2.633 6.033 0.00
H 3.855 -2.295 1.806 0.00
H -1.069 1.622 -5.524 0.00
H 2.055 4.732 0.057 0.00
H -2.697 -4.387 -0.420 0.00
H 1.639 -2.912 2.106 0.00
H 0.431 0.810 -2.278 0.00
H -5.245 -3.388 -2.419 0.00
H 1.753 -6.057 -0.788 0.00
H -1.563 2.118 -2.888 0.00
H 1.268 2.279 5.774 0.00
H -2.799 1.636 -4.956 0.00
H -4.358 -3.942 -0.061 0.00
H -0.335 4.983 -0.829 0.00
H -2.458 -2.347 -1.832 0.00
H 1.610 1.778 -0.627 0.01
H 1.380 -5.433 -2.446 0.00
H 0.722 1.642 -3.729 0.00
H -4.087 -2.750 -3.536 0.00
H 1.854 3.776 3.982 0.00
H 3.939 -1.360 4.711 0.00
H -1.993 -0.653 -3.246 0.01
H 0.705 -4.242 0.239 0.00
H 2.354 1.024 3.145 -0.01
H 0.076 -5.905 -1.386 0.00
H 2.169 -2.298 -0.427 0.00
H -3.132 -2.965 0.642 0.00
H -0.421 -2.682 -0.816 0.00
H 1.518 -2.146 3.785 0.00
H 3.069 -3.731 -0.365 0.00
H 2.521 -3.099 -1.935 0.00
H 2.471 1.048 5.303 0.00
H -0.044 3.405 -1.633 0.00
H 0.938 4.826 -2.014 0.00
H -1.911 0.165 -5.268 0.00
H 4.259 2.008 3.301 0.00
H 2.204 -0.495 2.017 0.00